2 unconnected molecules or ions with the total composition C5H13NO in a non-equilibrium geometry. Source: the OMol25 dataset; level of theory: the ωB97M-V functional and the def2-TZVPD basis.

Properties
SMILES	C[C@@H]1CCCN1.O
relative energy (zero: lowest compared OMol25 entry of this formula, charge and spin)	90.5	kJ/mol
gap between HOMO and LUMO	0.35564	hartree
charge	0
electronic energy	-328.28439	a.u.

Last columns: bonded neighbours and bond lengths (Å).
CARTESIAN COORDINATES (ANGSTROEM)
1 O -2.601 -1.639 -0.701  H11 0.987, H20 0.965
2 N 0.374 -0.434 -0.769  C4 1.450, C7 1.459, H8 0.998
3 C 1.005 1.844 -0.372  C4 1.557, C6 1.531, H13 1.088, H17 1.090
4 C 0.107 0.912 -1.238  N2 1.450, C3 1.557, H9 1.080, H12 1.096
5 C -0.193 -1.005 1.632  C7 1.548, H15 1.100, H16 1.083, H18 1.095
6 C 1.180 1.032 0.913  C3 1.531, C7 1.572, H10 1.100, H14 1.089
7 C 0.843 -0.473 0.612  N2 1.459, C5 1.548, C6 1.572, H19 1.095
8 H 0.808 -1.063 -1.411  N2 0.998
9 H -0.936 1.187 -1.298  C4 1.080
10 H 0.517 1.366 1.726  C6 1.100
11 H -1.908 -0.936 -0.685  O1 0.987
12 H 0.449 0.933 -2.279  C4 1.096
13 H 1.977 1.935 -0.854  C3 1.088
14 H 2.172 1.177 1.338  C6 1.089
15 H -1.146 -0.492 1.433  C5 1.100
16 H 0.063 -0.726 2.646  C5 1.083
17 H 0.570 2.837 -0.257  C3 1.090
18 H -0.392 -2.042 1.344  C5 1.095
19 H 1.767 -1.054 0.700  C7 1.095
20 H -3.450 -1.193 -0.586  O1 0.965